Entry 1:
C2H2CuO2 | ωB97M-V with the def2-TZVPD basis set

Element x y z (Å)
1 O -0.492 -1.490 -0.212
2 C 0.320 -0.357 0.002
3 C -0.325 0.845 -0.042
4 O -1.571 1.085 0.161
5 H 0.005 -2.221 0.192
6 Cu 2.284 -0.190 0.023
7 H 0.528 1.737 0.037

Atoms 1-6, force components in eV/Å:
O 0.8 0.6 1.0
C 0.8 -2.7 -1.0
C -1.5 3.7 1.7
O 2.3 -0.2 -0.9
H -0.2 0.3 -0.5
Cu 0.0 -0.3 0.1

- charge = -1
- HOMO (alpha / beta) (eV) = -1.32 / -4.29
- 2S+1 = 3
- LUMO level (alpha / beta) (eV) = 3.9 / 3.5

***

Entry 2:
C2H2F2O | ωB97M-V with the def2-TZVPD basis set

Element x y z (Å)
1 C 1.331 0.064 -0.055
2 C -1.249 -0.013 0.296
3 O 0.025 0.371 0.048
4 F -2.126 0.893 -0.143
5 F -1.620 -1.250 -0.084
6 H 1.994 0.892 0.088
7 H 1.645 -0.957 -0.151

Atoms 1-6, force components in eV/Å:
C -1.2 -0.6 0.1
C 1.5 -0.3 0.5
O -1.1 0.8 -0.4
F 0.5 -0.4 -0.1
F 0.4 0.6 -0.2
H 0.0 0.2 0.0

- charge = 0
- HOMO (alpha / beta) (eV) = -8.94 / -8.46
- LUMO level (alpha / beta) (eV) = 0.2 / 0.0

***

Entry 3:
C2H2F2O | ωB97M-V with the def2-TZVPD basis set

Element x y z (Å)
1 C -0.090 -0.997 0.176
2 C -0.012 1.037 0.180
3 O 0.111 -0.001 1.097
4 F 0.953 -1.460 -0.511
5 F 1.059 1.383 -0.526
6 H -1.060 -1.288 -0.184
7 H -0.962 1.326 -0.231

Atoms 1-6, force components in eV/Å:
C -0.1 1.4 -0.4
C -0.2 -1.4 -0.2
O 0.4 0.0 0.0
F 0.1 0.2 0.2
F 0.2 -0.2 0.2
H -0.1 0.0 0.1

- charge = 0
- HOMO (alpha / beta) (eV) = -8.47 / -8.38
- LUMO level (alpha / beta) (eV) = 0.7 / 0.6

***

Entry 4:
C2H2F2OS | ωB97M-V with the def2-TZVPD basis set

Element x y z (Å)
1 C -1.415 -0.288 0.306
2 C 0.871 0.728 0.216
3 O -1.073 -1.364 0.596
4 F -2.707 -0.040 -0.079
5 F 0.861 1.741 -0.620
6 S 1.699 -0.737 -0.235
7 H 0.726 0.850 1.319
8 H 1.038 -0.891 -1.502

Atoms 1-6, force components in eV/Å:
C 1.0 0.7 -0.5
C -1.7 -1.7 0.8
O -0.4 -1.0 0.4
F 0.6 0.4 0.2
F 0.0 0.3 0.4
S -1.0 0.4 -1.6

- charge = 0
- HOMO (alpha / beta) (eV) = -9.44 / -8.64
- LUMO level (alpha / beta) (eV) = -0.8 / -1.3

***

Entry 5:
C2H2F2S | ωB97M-V with the def2-TZVPD basis set

Element x y z (Å)
1 C -1.496 -0.557 -0.423
2 C 2.399 0.347 0.600
3 F 1.875 0.505 -0.581
4 F 1.835 1.156 1.426
5 S -1.468 0.732 0.520
6 H -1.584 -1.591 -0.014
7 H -1.562 -0.592 -1.529

Atoms 1-6, force components in eV/Å:
C -0.6 -1.3 -0.3
C 1.0 -1.0 0.0
F -0.4 0.6 0.5
F -0.6 0.5 -0.4
S 0.1 0.0 -0.3
H 0.3 0.8 0.0

- charge = 0
- HOMO (eV) = -9.05
- LUMO level (eV) = -0.5

***

Entry 6:
C2H2F2S2 | ωB97M-V with the def2-TZVPD basis set

Element x y z (Å)
1 C 1.456 -0.376 0.810
2 C 0.189 -0.567 0.931
3 F 2.448 -1.099 0.851
4 F -0.670 0.457 0.920
5 S 1.746 1.954 -0.055
6 S -0.611 -2.141 1.087
7 H 2.450 2.226 1.087
8 H -1.312 -1.583 2.011

Atoms 1-6, force components in eV/Å:
C -1.2 6.0 -1.6
C -1.7 -0.8 0.0
F 3.1 -2.3 0.0
F -0.1 0.0 -0.2
S 0.3 -3.1 1.9
S 1.1 0.0 -0.9

- charge = 0
- HOMO (alpha / beta) (eV) = -9.40 / -9.40
- LUMO level (alpha / beta) (eV) = -1.2 / -1.2

***

Entry 7:
C2H2F3NO | ωB97M-V with the def2-TZVPD basis set

Element x y z (Å)
1 C -0.090 -0.582 -0.711
2 C -2.879 0.132 -0.094
3 N -1.053 -0.936 0.023
4 O -1.176 -1.831 0.791
5 F -2.430 1.438 0.022
6 F -3.678 -0.092 -1.128
7 F -3.409 -0.274 1.035
8 H 0.917 -1.085 -0.826
9 H -0.058 0.264 -1.343

Atoms 1-6, force components in eV/Å:
C 2.6 -0.7 -0.8
C -1.5 2.1 -0.3
N 3.9 0.9 -1.4
O -0.7 -2.6 2.0
F -1.1 -1.7 -0.4
F -0.2 0.8 0.3

- charge = 0
- HOMO (alpha / beta) (eV) = -7.58 / -10.15
- 2S+1 = 3
- LUMO level (alpha / beta) (eV) = 1.0 / -2.2

***

Entry 8:
C2H2F3NS2 | ωB97M-V with the def2-TZVPD basis set

Element x y z (Å)
1 N 0.651 -0.087 0.057
2 C 1.135 1.039 0.039
3 S 2.603 2.069 0.014
4 S 0.672 2.700 0.015
5 H 1.288 -0.856 0.198
6 F -2.634 1.665 1.042
7 C -2.454 0.939 -0.066
8 F -3.223 -0.153 0.059
9 F -2.806 1.543 -1.174
10 H -1.359 0.484 0.091

Atoms 1-6, force components in eV/Å:
N -0.6 -0.8 0.4
C 1.1 1.6 -0.1
S 1.4 -1.2 0.1
S -2.0 0.6 -0.1
H 0.3 -0.1 -0.2
F -0.7 1.1 -0.2

- charge = 0
- HOMO (eV) = -9.08
- LUMO level (eV) = -0.3
- SMILES string = N=C1SS1.FC(F)F